Formula: C52H61FKN7O2PSSi
Source: OMol25
Level of theory: the ωB97M-V functional and the def2-TZVPD basis

```
127
Properties=species:S:1:pos:R:3:forces:R:3
K 0.126833 -0.855526 -0.021804 -0.616 0.417 1.031
C 0.600576 0.782361 3.562129 -0.022 0.055 0.018
O 1.323731 0.179323 2.506211 0.172 -0.126 -0.123
C 2.616771 -0.168589 2.757782 -0.073 0.070 -0.003
C 3.244376 0.077014 3.974056 0.028 -0.008 0.021
C 4.572327 -0.285742 4.170735 -0.040 -0.019 -0.021
C 5.281250 -0.897281 3.152102 0.009 0.011 0.024
C 4.657778 -1.138897 1.937501 0.080 0.002 -0.039
C 3.330546 -0.789281 1.716032 -0.035 0.064 0.130
N 2.687017 -0.938093 0.458246 0.338 -0.119 -0.328
N 3.350941 -1.702356 -0.303221 0.118 0.094 0.028
C 3.077164 -1.884169 -1.627965 -0.062 0.087 -0.097
C 2.079099 -1.200968 -2.414439 0.114 -0.348 -0.012
O 1.204321 -0.434822 -1.953236 0.756 -0.283 -1.109
C 2.141369 -1.408171 -3.859471 -0.071 -0.065 0.055
C 3.026838 -2.237451 -4.439635 0.029 -0.029 -0.011
C 3.965989 -2.995311 -3.663423 -0.046 0.005 -0.029
C 4.846103 -3.901520 -4.276125 0.051 -0.032 0.003
C 5.718999 -4.655468 -3.530982 -0.011 0.005 -0.017
C 5.716368 -4.514816 -2.136354 0.008 -0.003 0.002
C 4.867089 -3.629326 -1.518610 0.034 -0.015 0.040
C 3.973693 -2.831118 -2.263914 0.005 -0.014 -0.062
H 0.537028 0.116826 4.427031 -0.006 0.001 -0.003
H -0.397680 0.960406 3.178389 -0.005 0.013 -0.005
H 1.056433 1.732229 3.857739 0.007 -0.011 0.005
H 2.707340 0.556681 4.777659 -0.020 -0.001 0.013
H 5.041619 -0.085132 5.125411 0.006 0.015 0.001
H 6.318400 -1.174268 3.291903 -0.002 -0.002 0.004
H 5.200057 -1.592316 1.118362 -0.006 0.015 0.024
H 1.394065 -0.880805 -4.441187 0.004 -0.055 -0.033
H 3.026473 -2.368176 -5.517132 0.000 -0.014 -0.006
H 4.821030 -3.999931 -5.356079 -0.014 0.002 -0.002
H 6.390628 -5.356160 -4.010097 0.002 -0.003 -0.004
H 6.384976 -5.119748 -1.535384 0.003 0.010 0.006
H 4.861200 -3.535928 -0.442174 0.018 -0.026 -0.013
N -2.730627 1.016482 -2.785366 0.148 -0.022 0.114
P -2.149774 -0.558252 -2.345881 -0.532 -0.435 -0.270
C -3.732439 -1.330399 -1.779034 0.052 0.014 -0.103
C -4.805752 -1.637950 -2.617121 -0.003 -0.012 -0.014
C -5.962757 -2.194874 -2.098480 -0.016 -0.015 0.000
C -6.063660 -2.455082 -0.734544 0.007 0.000 -0.014
C -5.007555 -2.149592 0.107136 -0.016 0.027 0.013
C -3.850522 -1.589028 -0.419687 0.008 0.043 0.025
C -2.060124 -1.327624 -4.004278 0.096 0.155 -0.001
C -2.009814 -2.721516 -4.068641 -0.028 0.026 0.015
C -1.840303 -3.365177 -5.280715 0.018 -0.022 -0.023
C -1.715624 -2.627678 -6.452991 -0.014 -0.021 0.002
C -1.753783 -1.244511 -6.398796 0.015 -0.002 -0.005
C -1.919056 -0.597365 -5.179183 0.051 0.048 -0.013
C -2.646885 1.989228 -1.790712 0.046 -0.022 -0.041
C -3.481881 3.110029 -1.775909 0.001 0.007 -0.041
C -3.340170 4.008671 -0.738569 -0.012 0.032 0.006
C -2.379162 3.791019 0.240579 0.006 -0.019 -0.005
C -1.587777 2.661984 0.121734 -0.043 0.162 -0.039
N -1.722934 1.779926 -0.861238 0.096 -0.018 0.148
H -3.560517 1.071212 -3.361940 0.024 -0.004 0.063
H -4.729806 -1.463581 -3.685026 0.015 -0.003 -0.015
H -6.785380 -2.441621 -2.758731 -0.006 0.002 -0.004
H -6.964456 -2.906610 -0.338171 -0.010 -0.001 0.016
H -5.059579 -2.359893 1.168235 -0.001 -0.001 0.022
H -3.017198 -1.375174 0.228576 0.061 -0.019 0.046
H -2.105152 -3.302973 -3.159177 0.000 -0.039 0.024
H -1.797533 -4.446463 -5.311210 -0.006 -0.011 -0.002
H -1.583931 -3.132374 -7.401357 0.007 -0.009 -0.014
H -1.651260 -0.662910 -7.306398 0.012 0.014 -0.007
H -1.917065 0.484853 -5.139853 -0.021 0.020 -0.001
H -4.218047 3.259564 -2.555022 -0.018 -0.015 -0.005
H -3.980704 4.880704 -0.692040 -0.002 0.011 -0.007
H -2.243760 4.477119 1.063437 0.026 0.021 0.011
H -0.793889 2.460091 0.830858 -0.002 -0.013 0.046
C 0.047243 -5.817930 0.891280 -0.017 0.100 0.106
Si -0.831831 -4.350789 0.082067 -0.058 -0.056 -0.195
C -2.501243 -5.023157 -0.509475 0.036 0.055 -0.017
C 0.216860 -3.950957 -1.440489 -0.152 -0.011 0.146
N -0.997263 -2.918371 0.962285 -0.203 -0.363 0.297
C -1.725559 -2.689946 2.061756 0.000 0.067 -0.046
C -2.296822 -3.663160 2.927807 -0.035 0.002 -0.008
C -3.079706 -3.339416 4.022325 0.006 0.000 0.028
C -3.359720 -2.018197 4.349759 -0.025 0.008 0.007
C -2.821515 -1.018632 3.541290 0.045 0.005 0.039
C -2.036791 -1.362746 2.471625 -0.060 -0.026 0.039
F -1.552099 -0.322801 1.695714 -0.436 -0.105 0.385
H 0.287481 -6.571823 0.137292 -0.005 -0.033 -0.024
H -0.558252 -6.295683 1.664570 -0.016 -0.015 0.015
H 0.983197 -5.496094 1.353072 0.036 0.007 0.004
H -2.379056 -5.830383 -1.236154 0.018 -0.053 -0.011
H -3.094767 -4.231726 -0.972799 -0.011 0.011 -0.047
H -3.087076 -5.410415 0.327142 -0.022 -0.017 0.035
H 0.031458 -4.672951 -2.239619 0.032 -0.017 -0.045
H 1.280292 -3.996823 -1.197379 0.054 0.022 -0.005
H 0.011148 -2.953020 -1.838861 -0.021 -0.062 -0.063
H -2.102568 -4.704412 2.699350 0.008 -0.031 0.007
H -3.478789 -4.138734 4.636557 -0.016 -0.015 -0.003
H -3.980508 -1.766741 5.198781 0.007 0.004 0.010
H -3.010782 0.031312 3.732391 -0.004 0.005 -0.007
C 3.895235 3.542839 -4.555616 -0.008 -0.025 -0.032
C 2.501863 3.232536 -5.101251 -0.008 0.033 0.047
C 1.398264 3.197496 -4.043596 0.088 -0.016 0.066
C 1.379868 1.961675 -3.151120 -0.032 0.112 -0.227
N 2.572014 1.779344 -2.335520 0.211 0.465 0.174
C 2.783561 2.441474 -1.177696 -0.241 -0.437 -0.044
S 1.799362 3.679878 -0.635970 -0.106 0.403 -0.042
N 3.827351 1.982011 -0.443375 0.060 -0.042 0.040
C 4.125061 2.472712 0.893605 0.043 0.034 -0.006
C 4.956617 3.753111 0.895128 0.009 -0.050 -0.036
C 6.247752 3.648724 0.087117 -0.001 -0.021 0.059
C 7.184485 2.548114 0.576555 -0.019 0.036 -0.035
H 4.593460 3.753042 -5.367982 0.023 0.004 -0.017
H 4.294081 2.715845 -3.971700 0.004 -0.001 0.010
H 3.862775 4.416221 -3.901528 0.005 0.031 0.015
H 2.520516 2.281670 -5.644706 -0.001 -0.018 -0.021
H 2.240381 4.001443 -5.834221 -0.001 -0.008 -0.039
H 0.425211 3.220851 -4.543683 -0.037 0.025 -0.011
H 1.457301 4.090849 -3.420223 -0.019 0.041 0.003
H 1.316931 1.071939 -3.781771 -0.059 0.209 0.112
H 0.498179 1.971357 -2.504266 0.047 0.016 -0.071
H 2.970807 0.852111 -2.379013 0.089 0.228 -0.057
H 4.120708 1.036460 -0.643186 0.045 0.026 -0.018
H 4.671734 1.682655 1.403030 0.015 -0.122 0.050
H 3.190036 2.635657 1.434203 0.014 0.002 0.000
H 5.194841 3.980679 1.939658 0.002 0.045 0.018
H 4.346424 4.571119 0.510677 -0.019 0.000 0.009
H 6.766279 4.610327 0.130382 -0.001 0.013 -0.019
H 5.996128 3.475065 -0.961739 0.007 0.013 -0.021
H 7.390009 2.656896 1.643798 0.013 -0.003 0.033
H 8.137078 2.574469 0.045770 0.018 -0.008 -0.007
H 6.753406 1.557810 0.425883 -0.006 -0.037 0.004
```
Forces are in eV/Å.

Strongest force on any atom   1.37 eV Å⁻¹
HOMO energy   -4.165 eV
Total charge   -1
Frontier orbital gap   0.2321 Eh
Total energy   -116489.47688 eV
2S+1   1